# 1
DFT (the ωB97M-V functional and the def2-TZVPD basis) results for C26H28Cl2N7O2SSiW as an isolated structure in a non-equilibrium geometry.

## Properties
- F_max (eV Å⁻¹) = 2.6
- net charge = +1
- energy relative to the best compared isomer or geometry (same formula, charge and spin) (kcal per mole) = 28.8
- E_HOMO (alpha / beta) (eV) = -10.72 / -10.70
- multiplicity = 3
- HOMO-LUMO gap (alpha / beta) (eV) = 6.643 / 5.905

The geometry in XYZ format:
```
68
C26H28Cl2N7O2SSiW, DFT the ωB97M-V functional and the def2-TZVPD basis
W -0.4371 0.2879 -0.7327
O 1.8890 4.4449 -3.5109
C 1.4332 5.0368 -2.4092
C 1.5605 6.4248 -2.3082
C 1.0889 7.0947 -1.2039
C 0.4831 6.3993 -0.1600
C 0.3548 5.0350 -0.2333
C 0.8250 4.3281 -1.3496
C 0.6571 2.8905 -1.3926
O 0.0935 2.2357 -0.4313
N 1.0793 2.1897 -2.4376
N 0.7975 0.8857 -2.2750
C 1.3747 0.0241 -3.0980
C 1.1437 -1.3331 -2.7935
C 1.7610 -2.3839 -3.4903
C 1.5829 -3.6793 -3.0694
C 0.7623 -3.9001 -1.9606
C 0.1549 -2.8288 -1.3388
N 0.3164 -1.5441 -1.7150
H 1.7331 3.4779 -3.4635
H 2.0353 6.9381 -3.1269
H 1.1852 8.1663 -1.1473
H 0.1285 6.9329 0.7060
H -0.1029 4.4784 0.5718
H 2.0266 0.3537 -3.8940
H 2.3800 -2.1427 -4.3389
H 2.0483 -4.5033 -3.5865
H 0.5835 -4.8998 -1.5970
H -0.5138 -3.0232 -0.5083
C 2.5834 -3.4664 1.6952
Si 1.6434 -2.8783 3.2464
C 1.2168 -4.3426 4.3807
C 2.5322 -1.4984 4.1951
C -0.0238 -2.2513 2.5466
C -1.2431 -2.7858 2.9122
C -2.4121 -2.4703 2.2073
C -2.3197 -1.6752 1.0929
N -1.1466 -1.1279 0.7067
C -0.0324 -1.3534 1.4683
S 1.3077 -0.3767 1.0008
H 3.4176 -4.1024 1.9718
H 2.9878 -2.6270 1.1372
H 1.9426 -4.0331 1.0223
H 2.1268 -4.7958 4.7571
H 0.6616 -5.1202 3.8651
H 0.6396 -4.0328 5.2461
H 3.4737 -1.8560 4.5983
H 1.9355 -1.1456 5.0303
H 2.7525 -0.6541 3.5511
H -1.2919 -3.4596 3.7521
H -3.3665 -2.8759 2.4971
H -3.1807 -1.4473 0.4753
Cl -2.7450 -2.0597 -2.0556
C -2.9972 -1.5919 -3.7384
Cl -1.4749 -0.9699 -4.3867
H -3.7428 -0.7948 -3.7530
H -3.2963 -2.4792 -4.2953
N -1.9356 1.1685 2.1485
C -2.7426 2.0706 2.7266
C -3.2313 2.8776 1.7247
C -2.6512 2.3913 0.5527
N -1.8680 1.3461 0.8139
H -1.3757 0.4706 2.6231
H -2.9322 2.0759 3.7808
H -3.9046 3.7007 1.8309
H -2.7693 2.7542 -0.4499
N -2.9301 1.2179 -2.5935
C -2.0319 0.8120 -1.9904
```

The Mulliken scheme yields these atomic charges, measured in e: number 1, W, carries 0.30; number 2, O, carries -0.64; number 3, C, carries 0.33; number 4, C, carries -0.67; number 5, C, carries -0.39; number 6, C, carries -0.83; number 7, C, carries -0.44; number 8, C, carries 0.22; number 9, C, carries 1.19; number 10, O, carries -0.46; number 11, N, carries -1.72; number 12, N, carries 1.27; number 13, C, carries -0.24; number 14, C, carries 0.47; number 15, C, carries -1.11; number 16, C, carries -0.55; number 17, C, carries -0.96; number 18, C, carries 0.07; number 19, N, carries 0.75; number 20, H, carries 0.57; number 21, H, carries 0.46; number 22, H, carries 0.40; number 23, H, carries 0.44; number 24, H, carries 0.44; number 25, H, carries 0.49; number 26, H, carries 0.52; number 27, H, carries 0.47; number 28, H, carries 0.54; number 29, H, carries 0.48; number 30, C, carries -0.94; number 31, Si, carries 0.29; number 32, C, carries -1.21; number 33, C, carries -1.05; number 34, C, carries -0.12; number 35, C, carries -0.15; number 36, C, carries -1.55; number 37, C, carries -0.55; number 38, N, carries 1.19; number 39, C, carries 0.37; number 40, S, carries -0.50; number 41, H, carries 0.48; number 42, H, carries 0.32; number 43, H, carries 0.20; number 44, H, carries 0.36; number 45, H, carries 0.34; number 46, H, carries 0.36; number 47, H, carries 0.37; number 48, H, carries 0.34; number 49, H, carries 0.34; number 50, H, carries 0.51; number 51, H, carries 0.48; number 52, H, carries 0.60; number 53, Cl, carries 0.00; number 54, C, carries -0.56; number 55, Cl, carries -0.04; number 56, H, carries 0.39; number 57, H, carries 0.39; number 58, N, carries -0.10; number 59, C, carries -0.17; number 60, C, carries -1.12; number 61, C, carries -0.32; number 62, N, carries 0.25; number 63, H, carries -0.01; number 64, H, carries 0.49; number 65, H, carries 0.45; number 66, H, carries 0.52; number 67, N, carries -0.82; number 68, C, carries -0.22

---

# 2
DFT (the ωB97M-V functional and the def2-TZVPD basis) results for one molecule with the formula C26H28ClNO.

## Properties
- SMILES string = CCN(CC)CCOc1ccc(/C(=C(/Cl)c2ccccc2)c2ccccc2)cc1
- F_max (eV Å⁻¹) = 0.6
- net charge = 0
- energy relative to the best compared isomer or geometry (same formula, charge and spin) (kcal per mole) = 1.8
- E_HOMO (eV) = -7.66
- HOMO-LUMO gap (eV) = 8.156

The geometry in XYZ format:
```
57
C26H28ClNO, DFT the ωB97M-V functional and the def2-TZVPD basis
C -6.5836 -0.5440 0.3660
H -6.5307 -1.2050 -0.4955
H -7.3572 -0.9163 1.0324
H -6.8695 0.4483 0.0261
C -5.2452 -0.5033 1.1130
N -4.1019 -0.0010 0.3690
C -3.6631 -0.8869 -0.6945
H -4.4817 -1.1611 -1.3781
C -2.9962 -2.1606 -0.1388
O -1.7791 -2.4644 -0.7860
C -0.6996 -1.6668 -0.5530
C 0.4522 -1.9720 -1.2819
C 1.6015 -1.2320 -1.1208
C 1.6386 -0.1613 -0.2271
C 0.4836 0.1447 0.4852
C -0.6731 -0.5976 0.3371
H -1.5485 -0.3251 0.9037
H 0.4916 0.9767 1.1746
C 2.8376 0.6804 -0.0753
C 4.0682 0.1477 0.0075
C 4.3800 -1.2765 0.1487
C 5.4172 -1.8585 -0.5766
C 5.7071 -3.2019 -0.4296
C 4.9760 -3.9801 0.4517
C 3.9551 -3.4053 1.1916
C 3.6584 -2.0644 1.0457
H 2.8706 -1.6159 1.6316
H 3.3906 -4.0048 1.8905
H 5.2048 -5.0292 0.5670
H 6.5086 -3.6427 -1.0043
H 5.9887 -1.2532 -1.2645
Cl 5.4751 1.1773 -0.0501
C 2.5839 2.1326 -0.0755
C 3.1203 2.9627 0.9047
C 2.8465 4.3180 0.8995
C 2.0360 4.8625 -0.0824
C 1.4894 4.0419 -1.0553
C 1.7551 2.6859 -1.0489
H 1.3306 2.0440 -1.8075
H 0.8526 4.4609 -1.8209
H 1.8275 5.9223 -0.0869
H 3.2665 4.9520 1.6668
H 3.7392 2.5405 1.6825
H 2.4774 -1.4698 -1.7048
H 0.4154 -2.7960 -1.9769
H -2.8357 -2.0520 0.9403
H -3.6198 -3.0404 -0.3126
H -2.9159 -0.3547 -1.2864
C -4.2574 1.3778 -0.0763
H -4.9110 1.8865 0.6357
C -2.9207 2.1150 -0.1078
H -3.0824 3.1524 -0.3900
H -2.4579 2.0895 0.8747
H -2.2319 1.6704 -0.8211
H -4.7316 1.4345 -1.0693
H -5.0002 -1.5119 1.4540
H -5.3516 0.1298 1.9993
```

The Mulliken scheme yields these atomic charges, measured in e: number 1, C, carries -1.09; number 2, H, carries 0.29; number 3, H, carries 0.42; number 4, H, carries 0.28; number 5, C, carries -0.70; number 6, N, carries 0.42; number 7, C, carries -0.86; number 8, H, carries 0.48; number 9, C, carries -0.96; number 10, O, carries -0.44; number 11, C, carries 0.57; number 12, C, carries -0.97; number 13, C, carries -0.22; number 14, C, carries -0.41; number 15, C, carries -0.61; number 16, C, carries -0.25; number 17, H, carries 0.59; number 18, H, carries 0.55; number 19, C, carries -0.54; number 20, C, carries 1.14; number 21, C, carries 0.45; number 22, C, carries -0.42; number 23, C, carries -0.64; number 24, C, carries -0.44; number 25, C, carries -0.72; number 26, C, carries -0.11; number 27, H, carries 0.48; number 28, H, carries 0.41; number 29, H, carries 0.39; number 30, H, carries 0.38; number 31, H, carries 0.43; number 32, Cl, carries -0.21; number 33, C, carries -0.62; number 34, C, carries -0.28; number 35, C, carries -0.77; number 36, C, carries -0.37; number 37, C, carries -0.81; number 38, C, carries 0.00; number 39, H, carries 0.44; number 40, H, carries 0.41; number 41, H, carries 0.40; number 42, H, carries 0.38; number 43, H, carries 0.52; number 44, H, carries 0.54; number 45, H, carries 0.46; number 46, H, carries 0.54; number 47, H, carries 0.27; number 48, H, carries 0.55; number 49, C, carries -0.65; number 50, H, carries 0.51; number 51, C, carries -1.36; number 52, H, carries 0.47; number 53, H, carries 0.29; number 54, H, carries 0.29; number 55, H, carries 0.32; number 56, H, carries 0.34; number 57, H, carries 0.42

---

# 3
DFT (the ωB97M-V functional and the def2-TZVPD basis) results for C26H28CrN5O5S2 as an isolated structure.

## Properties
- F_max (eV Å⁻¹) = 0.5
- net charge = +2
- energy relative to the best compared isomer or geometry (same formula, charge and spin) (kcal per mole) = 4.6
- E_HOMO (alpha / beta) (eV) = -14.30 / -14.30
- multiplicity = 4
- HOMO-LUMO gap (alpha / beta) (eV) = 7.141 / 7.068

The geometry in XYZ format:
```
67
C26H28CrN5O5S2, DFT the ωB97M-V functional and the def2-TZVPD basis
Cr -1.9835 1.9024 0.6720
S -1.3581 -0.1946 1.5697
C -0.5817 -1.0148 0.3102
N -0.3630 -2.2999 0.3340
C 0.3670 -2.9622 -0.7590
C 1.4690 -2.0644 -1.2365
N 0.9052 -0.7479 -1.5864
C 1.5558 -0.0945 -2.7575
C 1.2509 -0.8588 -4.0168
C -0.0587 -0.9346 -4.4866
C -0.3409 -1.6491 -5.6386
C 0.6844 -2.2847 -6.3303
C 1.9886 -2.2054 -5.8700
C 2.2724 -1.4945 -4.7104
C -0.0814 -0.2350 -0.9086
S -0.8154 1.2400 -1.3140
C -0.7837 -3.2072 1.4408
C 0.4160 -3.6603 2.2246
C 0.8663 -4.9702 2.1126
C 1.9863 -5.3864 2.8210
C 2.6552 -4.4924 3.6418
C 2.2036 -3.1830 3.7628
C 1.0853 -2.7675 3.0596
H -0.3380 -3.2054 -1.5577
H 0.7854 -3.8837 -0.3583
H 1.9161 -2.4702 -2.1428
H 2.2476 -1.9263 -0.4823
H 2.6254 -0.1030 -2.5421
H 1.2164 0.9373 -2.7961
H -0.8576 -0.4217 -3.9620
H -1.3556 -1.7007 -6.0086
H 0.4637 -2.8340 -7.2351
H 2.7873 -2.6908 -6.4132
H 3.2950 -1.4254 -4.3582
H -1.2780 -4.0503 0.9559
H -1.5143 -2.6792 2.0475
H 0.3310 -5.6774 1.4891
H 2.3272 -6.4090 2.7391
H 3.5215 -4.8173 4.2011
H 2.7140 -2.4942 4.4218
H 0.7184 -1.7545 3.1796
C 1.8844 2.7870 0.7224
C 0.8141 3.2874 1.6209
N -0.4656 2.9406 1.6387
C -1.0575 3.6578 2.6622
C -0.1285 4.4346 3.2709
N 1.0352 4.1907 2.5945
C -0.1180 5.4209 4.3935
O -1.2604 5.6477 5.0101
O 0.9221 5.9569 4.6590
C -2.4820 3.4248 2.9451
O -3.0906 4.0410 3.7880
O -3.0050 2.4928 2.1643
H 1.4935 1.9967 0.0886
H 2.7145 2.3958 1.3105
H 2.2631 3.5874 0.0862
H 1.9063 4.6459 2.8431
H -1.9946 5.1054 4.6491
C -3.0404 3.8207 -1.6167
O -2.5165 3.6475 -0.2709
H -2.9590 4.8705 -1.8866
H -4.0762 3.4900 -1.6613
H -2.4237 3.2274 -2.2835
H -3.0107 4.2203 0.3322
N -4.8232 0.6099 -0.2145
C -3.7950 1.0461 0.0495
H -5.7310 0.2246 -0.4073
```

The Mulliken scheme yields these atomic charges, measured in e: number 1, Cr, carries -0.57; number 2, S, carries -0.06; number 3, C, carries 0.42; number 4, N, carries 0.18; number 5, C, carries -0.68; number 6, C, carries -0.70; number 7, N, carries 0.22; number 8, C, carries -1.26; number 9, C, carries 0.55; number 10, C, carries -0.17; number 11, C, carries -0.75; number 12, C, carries -0.45; number 13, C, carries -0.66; number 14, C, carries -0.35; number 15, C, carries 0.37; number 16, S, carries 0.02; number 17, C, carries -1.58; number 18, C, carries 0.82; number 19, C, carries -0.28; number 20, C, carries -0.67; number 21, C, carries -0.46; number 22, C, carries -0.76; number 23, C, carries -0.20; number 24, H, carries 0.30; number 25, H, carries 0.47; number 26, H, carries 0.49; number 27, H, carries 0.33; number 28, H, carries 0.45; number 29, H, carries 0.56; number 30, H, carries 0.37; number 31, H, carries 0.42; number 32, H, carries 0.41; number 33, H, carries 0.41; number 34, H, carries 0.42; number 35, H, carries 0.42; number 36, H, carries 0.61; number 37, H, carries 0.42; number 38, H, carries 0.41; number 39, H, carries 0.41; number 40, H, carries 0.43; number 41, H, carries 0.39; number 42, C, carries -0.94; number 43, C, carries 0.15; number 44, N, carries 0.42; number 45, C, carries 0.06; number 46, C, carries 0.09; number 47, N, carries -0.03; number 48, C, carries 0.54; number 49, O, carries -0.50; number 50, O, carries -0.55; number 51, C, carries 0.82; number 52, O, carries -0.73; number 53, O, carries -0.45; number 54, H, carries -0.07; number 55, H, carries 0.41; number 56, H, carries 0.37; number 57, H, carries 0.28; number 58, H, carries 0.42; number 59, C, carries -0.68; number 60, O, carries -0.22; number 61, H, carries 0.31; number 62, H, carries 0.31; number 63, H, carries 0.24; number 64, H, carries 0.27; number 65, N, carries -0.02; number 66, C, carries 0.48; number 67, H, carries 0.30

---

Number 1: E_tot -87522.317 eV. Number 2: E_tot -43476.072 eV. Number 3: E_tot -95185.933 eV.